Computed, not measured: a cluster of 3 separate species, C11H21F5N3O8S in total in a non-equilibrium geometry, with the ωB97M-V functional and the def2-TZVPD basis.

Calculated values
LUMO level: -4.81 eV
Kohn-Sham gap: 7.39 eV
E_HOMO: -12.193 eV
net charge: +1

Each line ends with the Löwdin charge.
Atoms and positions in Å:
N1 -3.19456 2.57512 -3.27534  0.190
C1 -3.53084 1.23597 -3.33644  -0.443
N2 -4.74579 0.81862 -3.15256  0.273
N3 -2.50777 0.38253 -3.58263  0.063
S1 -2.84472 -0.96657 -4.55990  0.753
O1 -3.86207 -1.76222 -3.96651  -0.204
O2 -1.60283 -1.61670 -4.77406  -0.212
C2 -3.42591 -0.39925 -6.23295  -0.465
F1 -4.02595 0.80092 -6.17649  0.131
F2 -4.32465 -1.29010 -6.60695  0.178
C3 -2.29295 -0.34022 -7.29997  -0.578
F3 -2.83648 0.18174 -8.39945  0.205
F4 -1.32020 0.44987 -6.84315  0.182
F5 -1.83746 -1.55234 -7.58776  0.209
H1 -3.84649 3.04695 -2.65588  0.125
H2 -3.29792 3.01056 -4.19071  0.140
H3 -5.00481 -0.15316 -3.01324  0.140
H4 -5.48430 1.50089 -3.13251  0.159
H5 -1.64676 0.86119 -3.84919  0.164
C4 0.75074 -0.17109 1.61591  -0.064
C5 2.10412 -0.53821 1.04707  -0.196
O3 1.99865 -1.54915 0.03016  0.051
C6 1.57630 -1.13456 -1.15411  -0.617
O4 1.29180 -0.00176 -1.45737  0.105
O5 1.50646 -2.18763 -1.96515  0.022
C7 1.01098 -1.86990 -3.26464  -0.045
H6 0.23207 -1.06241 1.97256  0.081
H7 0.86446 0.52625 2.44558  0.082
H8 0.11795 0.29438 0.86073  0.068
H9 2.72878 -0.97155 1.82492  0.120
H10 2.62658 0.33310 0.65490  0.127
H11 1.59009 -1.06649 -3.71672  0.102
H12 -0.03138 -1.59463 -3.20128  0.052
H13 1.10648 -2.76362 -3.87378  0.103
C8 3.71235 1.62561 8.55712  -0.063
C9 3.40718 2.13589 7.16549  -0.208
O6 3.53692 1.10092 6.17666  0.039
C10 2.53186 0.23544 6.12109  -0.619
O7 1.53298 0.25605 6.78751  0.128
O8 2.81825 -0.66859 5.18092  -0.001
C11 1.85151 -1.71219 5.06204  -0.045
H14 4.69498 1.15354 8.58223  0.083
H15 3.69658 2.44667 9.27312  0.082
H16 2.98188 0.88215 8.87229  0.075
H17 4.12900 2.89872 6.88154  0.122
H18 2.41475 2.58213 7.10890  0.123
H19 0.85131 -1.30719 4.92267  0.091
H20 1.87825 -2.35740 5.93824  0.101
H21 2.12059 -2.29825 4.18711  0.088

Cartesian forces, eV/Å:
-1.007 -0.235 0.079
0.403 0.455 0.019
-0.362 -0.088 0.501
-0.802 0.208 -1.312
1.488 -2.895 0.395
-0.939 1.206 0.251
0.172 0.855 -0.405
-0.343 0.089 -0.555
0.161 0.358 0.423
-0.090 -0.283 0.037
-0.181 -0.331 -0.362
0.303 0.047 0.308
-0.001 -0.051 -0.140
-0.035 0.535 0.287
0.135 0.270 0.098
0.645 0.082 -0.113
0.241 -0.146 -0.135
-0.188 0.102 0.138
0.249 -0.158 0.357
-0.211 -0.090 -0.153
0.025 0.274 0.388
0.071 -0.034 0.029
0.036 -0.121 0.180
-0.133 0.167 -0.074
0.050 0.002 -0.122
0.245 -0.137 -0.171
0.076 -0.005 0.099
0.049 -0.024 0.023
0.075 0.075 -0.020
0.034 -0.159 -0.105
-0.069 -0.015 -0.146
-0.027 0.050 0.047
-0.074 0.099 0.067
0.021 -0.099 0.137
-0.031 -0.270 -0.009
0.042 0.314 0.334
0.077 0.075 -0.086
0.144 0.052 -0.035
-0.197 -0.009 0.084
0.000 -0.091 -0.150
-0.112 -0.220 -0.139
0.054 0.106 -0.001
0.020 0.033 -0.025
-0.071 0.058 -0.009
0.057 -0.103 -0.166
-0.071 -0.147 -0.025
-0.012 0.042 0.129
-0.084 0.071 0.062
0.166 0.084 -0.014